# 1
Molecular formula: C20H53F12N6O7P2
Method: DFT, the ωB97M-V functional and the def2-TZVPD basis

orbital gap	4.099	eV
charge	+3

XYZ file:
```
100
Properties=species:S:1:pos:R:3:forces:R:3
C 1.02640 -1.69371 -0.12674 -0.2683 1.9961 -0.3667
C 1.14703 -0.23683 0.51482 0.5232 -1.2054 0.4219
O 2.05441 -0.16440 1.51373 1.0809 -0.2082 1.5700
H 0.37184 -2.32991 0.46899 0.5828 -0.2274 0.2061
H 2.02278 -2.06744 -0.36266 -0.0044 -0.3438 0.5039
H 0.52660 -1.60140 -1.09099 -0.2800 0.0249 -0.3562
H 0.15672 0.02917 0.88449 -0.8032 0.1106 -0.1526
H 1.45156 0.54907 -0.17635 -0.3643 0.0955 -1.4235
C -6.83334 -2.77894 -5.41062 1.7500 0.8828 0.1835
C -6.12646 -1.97304 -4.24646 -2.1150 1.1183 -1.3645
O -5.99649 -0.78018 -4.23994 0.3473 -1.7890 0.2501
N -5.63991 -2.78511 -3.08631 1.1118 0.5489 0.2514
H -6.17515 -2.65989 -2.23901 -1.0820 0.2498 0.2831
H -5.74217 -3.74576 -3.38089 0.3072 -0.6695 0.3558
C -4.20326 -2.42132 -2.59597 -1.1734 -0.5167 -0.4669
H -7.73689 -3.37318 -5.27421 -0.0209 0.3900 0.7350
H -6.09260 -3.46391 -5.82318 0.2177 -0.3038 0.1580
H -6.94690 -2.04866 -6.21180 -0.4249 0.0483 0.2405
H -3.58408 -2.85663 -3.38032 0.5035 0.3526 0.5599
H -4.12158 -2.85931 -1.60118 0.3498 -0.3026 -0.2571
H -4.17986 -1.33809 -2.47690 0.0742 -0.1569 -0.3982
C 1.18031 -3.15847 5.14648 0.3963 0.0547 -0.0709
C 0.25792 -2.26464 5.90452 -1.7977 -2.5738 1.1784
O -0.57527 -2.66408 6.69402 2.1158 2.2030 -1.8136
N 0.30767 -0.78696 5.49954 -2.5593 0.5876 1.2169
H 0.74794 -0.21728 6.20788 0.2732 -0.0624 0.5722
H 0.83162 -0.62992 4.65047 0.1360 -0.1803 -0.8628
C -1.16507 -0.23371 5.31613 0.6649 -0.0689 -1.8696
H 2.22797 -2.94126 5.35466 0.0950 0.0282 0.4068
H 1.13948 -3.03351 4.06444 -0.5182 0.1239 -0.1352
H 0.93947 -4.18720 5.41446 0.0725 0.1425 -0.0571
H -1.04316 0.70815 4.78121 0.0855 0.0046 0.1255
H -1.85649 -0.07733 6.14412 0.9577 -0.5623 0.5956
H -1.60841 -0.92272 4.59723 -0.1375 -0.0177 0.1937
C 3.09506 -3.34011 -6.20322 -0.0758 0.7807 0.0871
C 3.72617 -2.06646 -5.68996 3.1712 -1.8803 4.2898
O 4.54782 -1.95210 -4.75219 -3.6215 0.2695 -4.1069
N 3.40698 -0.86584 -6.51917 -0.9448 1.5438 0.7349
H 4.25772 -0.59376 -6.99068 0.9116 0.6600 0.3596
H 2.85107 -1.07070 -7.33715 -1.0138 -0.4706 0.0170
C 2.79621 0.32074 -5.67425 0.7806 0.2807 -0.1926
H 3.40480 -4.26244 -5.71183 0.5907 0.3925 -0.0676
H 3.33037 -3.29219 -7.26645 -0.0590 -0.6983 -0.2354
H 2.00946 -3.35147 -6.10597 -0.1772 0.4588 -0.0800
H 2.17990 0.99601 -6.26776 0.2867 -0.4161 -0.5378
H 3.64803 0.88188 -5.29004 -0.0740 -0.1888 -0.0574
H 2.17998 0.02337 -4.82576 0.2679 -0.8510 -0.2548
C 6.05924 0.96799 -0.83968 0.6147 -0.6096 -0.2788
C 7.14276 0.30292 -0.00122 0.0236 1.7335 -0.9862
O 8.30370 0.28721 -0.26260 -1.2989 -0.7501 0.9916
N 6.63612 -0.15207 1.38559 0.5962 -1.0013 -0.5404
H 7.06668 0.45070 2.07217 1.1043 -0.2081 0.4583
H 5.66807 0.06898 1.57027 -1.0904 -0.1393 -0.7503
C 6.82194 -1.65935 1.61976 -0.5368 0.3226 0.8447
H 6.56080 1.32698 -1.73838 -0.0262 0.1102 0.1492
H 5.59248 1.79812 -0.30947 0.0054 -0.0940 0.1444
H 5.28659 0.26941 -1.16081 -0.1188 -0.1124 0.3252
H 6.28818 -2.23096 0.86051 0.1539 0.3942 -0.2191
H 6.28318 -1.82783 2.55221 0.2908 -0.2568 0.0437
H 7.86577 -1.96203 1.70281 -0.1171 0.4286 -0.1525
C 4.81873 4.79484 6.49816 -1.4965 0.2943 -1.2735
C 4.21213 4.96305 5.01921 2.9863 -1.6615 0.5404
O 4.75780 4.56169 4.03269 -1.0801 0.4522 0.9379
N 2.99094 5.80000 4.83128 -1.6798 -0.1879 0.3709
H 2.63019 6.02405 5.74767 -0.2031 0.1503 0.6061
H 3.28028 6.69744 4.46937 0.1864 0.4227 -0.7206
C 1.77700 5.19494 4.05937 0.5035 -0.2785 0.5178
H 4.05989 4.61209 7.25898 -0.3157 0.1903 -0.1464
H 5.30181 5.74021 6.74519 0.2000 -0.0330 -0.0190
H 5.50164 3.94874 6.57452 0.1027 0.2864 -0.6124
H 0.99550 5.94745 3.95405 0.4557 0.2240 -0.1868
H 1.35707 4.42982 4.71233 0.2611 -0.0839 -0.0594
H 2.10633 4.74581 3.12240 0.0769 0.3112 0.1462
C -3.43859 4.09956 -1.56538 0.7949 0.1948 0.2587
C -2.70901 4.30550 -2.89776 -0.8718 -2.9248 0.3732
O -1.86097 3.60521 -3.38864 -1.2892 2.0790 0.6932
N -3.37415 5.35929 -3.80775 1.4227 -0.8266 -1.3018
H -3.94216 6.06637 -3.36333 -0.7479 -0.2382 0.5415
H -2.60793 5.90111 -4.18114 0.5915 0.2639 -0.3310
C -4.06284 4.70645 -5.04380 -0.7729 0.4955 0.8264
H -4.52703 4.09238 -1.50743 -0.1455 0.5028 -0.8917
H -3.09420 4.89487 -0.90433 -0.0688 0.1771 0.1822
H -3.20201 3.16085 -1.06447 0.6440 -0.0490 -0.4333
H -4.49430 3.74672 -4.75943 -0.0969 0.2663 0.2793
H -3.41547 4.51896 -5.90047 0.3685 0.5085 0.4658
H -4.83294 5.45178 -5.24258 -0.0907 -0.4684 -0.5704
P -6.55559 0.36000 1.92837 -0.8667 -2.1981 0.6254
F -6.27923 -0.53181 3.22390 0.1238 -0.1861 0.1892
F -5.93129 1.65863 2.64942 -0.7061 0.5348 0.4228
F -5.01324 0.04621 1.44528 -0.0902 -0.1014 -0.8176
F -6.87809 1.22268 0.64192 0.1284 0.6914 -0.9839
F -7.06522 -1.00363 1.06723 0.5593 0.8755 0.5455
F -8.09936 0.55895 2.46574 1.2293 0.5063 -0.4190
P -2.32398 -6.81452 1.86401 0.0056 -1.1856 -0.3488
F -2.09743 -5.31534 2.49685 -0.6623 -0.2394 -0.3599
F -1.24317 -7.39517 2.93894 -0.5031 0.1381 -0.1275
F -3.56980 -7.09068 2.88428 0.9235 0.1876 -0.5810
F -2.44999 -8.31502 1.18986 0.0310 0.7045 0.7067
F -3.40363 -6.31948 0.71432 0.5598 0.6447 0.6755
F -1.08939 -6.48857 0.84076 -0.2066 0.0880 -0.1193
```
Positions in Å, forces in eV/Å.

# 2
Molecular formula: C20H54GaO5
Method: DFT, the ωB97M-V functional and the def2-TZVPD basis

energy relative to the best compared isomer or geometry (same formula, charge and spin)	0.000	eV
orbital gap	6.614	eV
charge	-1

XYZ file:
```
80
Properties=species:S:1:pos:R:3:forces:R:3
C 0.64470 -4.15336 -1.54286 0.6722 -0.7777 -0.2981
C 2.18125 -4.39814 -1.36654 -0.3580 0.4478 0.5924
C 3.01276 -3.09001 -1.18696 -0.0982 -0.4839 -0.1335
C 2.64794 -2.28106 0.08879 0.9330 0.4219 -0.4183
C 3.27042 -0.84320 0.03985 -0.4640 -0.0060 -0.2405
C 2.41219 0.15884 -0.78836 -0.2956 -0.1763 0.8203
C 1.13461 0.56120 0.01500 0.0696 0.4911 -0.1844
C 0.33130 1.71086 -0.66069 0.8570 -0.1687 -0.8337
C -0.02638 1.42377 -2.16632 -1.0768 0.7959 0.7169
C -1.29237 0.53062 -2.32487 1.1049 -0.2826 -0.3789
C -1.00818 -1.00579 -2.19152 -0.6984 0.6511 -1.1654
C -2.28714 -1.75679 -2.72808 0.3803 -0.0956 1.0982
C -2.67186 -3.02732 -1.90853 -0.3130 0.2519 -0.2293
C -2.83051 -2.79316 -0.37994 -0.9405 -0.8372 0.1485
C -4.15625 -2.07570 0.04658 0.3303 0.1870 0.3594
Ga -4.05407 -0.02356 0.03622 -0.0989 0.0525 0.0532
H 0.28910 -3.26299 -1.00356 0.0392 -0.4595 -0.2911
H 0.11850 -5.05594 -1.17615 0.0230 0.5864 -0.0657
H 0.39676 -4.08376 -2.61997 0.0574 0.3129 0.5682
H 2.33270 -4.99239 -0.43822 -0.0387 0.1882 -0.5212
H 2.54360 -5.01042 -2.21585 -0.0016 0.3631 0.4328
H 4.08513 -3.37859 -1.10802 -0.5010 0.2356 -0.0740
H 2.93141 -2.46671 -2.09967 -0.1075 -0.1531 0.4314
H 1.55991 -2.20044 0.25215 0.4698 -0.1213 -0.0759
H 3.10403 -2.79401 0.95779 -0.4351 0.0437 -0.2953
H 4.28414 -0.86253 -0.41326 -0.3830 -0.2332 0.4157
H 3.35007 -0.48322 1.08677 0.1416 0.0080 -0.5884
H 2.98878 1.08682 -0.98342 -0.1895 -0.4360 0.0417
H 2.16906 -0.28741 -1.77013 0.0030 0.1794 0.4432
H 1.50428 0.92512 1.00014 -0.2521 -0.2352 -0.3213
H 0.47565 -0.29929 0.22524 0.3164 0.3374 -0.1390
H -0.57843 1.99176 -0.09609 0.3403 -0.3997 -0.2773
H 0.98801 2.61096 -0.67129 -0.2845 -0.4074 0.0731
H 0.83908 1.05908 -2.74810 -0.3304 0.0407 0.3165
H -0.28976 2.42350 -2.58274 0.2078 -0.5419 0.0821
H -2.07010 0.88373 -1.62838 0.3462 -0.3662 -0.3122
H -1.68624 0.66725 -3.35718 0.1406 0.0047 0.5273
H -0.17294 -1.22389 -2.89738 -0.1988 -0.0232 0.6560
H -0.72371 -1.30658 -1.17147 -0.2183 0.1862 -0.4425
H -3.12580 -1.03608 -2.63532 0.3548 -0.4941 -0.2379
H -2.11996 -2.01289 -3.79233 -0.2527 0.1316 0.4135
H -3.66722 -3.35660 -2.28625 0.4938 0.0851 0.2330
H -1.99091 -3.88314 -2.11428 -0.1492 0.6198 0.1585
H -1.97454 -2.27434 0.09201 -0.2804 -0.1732 -0.3727
H -2.85933 -3.80911 0.08638 0.2475 0.4498 -0.2978
H -5.04861 -2.38416 -0.53788 0.5777 -0.1597 0.0836
H -4.35113 -2.38070 1.10164 0.0335 0.2568 -0.5697
H -4.25024 0.56846 -1.46894 -0.0464 -0.0436 0.0497
H -5.12337 0.70692 0.98308 -0.2069 -0.1798 0.1461
H -2.58310 0.43861 0.57139 0.1098 -0.0748 -0.0032
C -3.08035 4.21269 1.07413 -0.2456 0.0056 0.1325
O -4.26350 3.68232 1.65973 0.0543 -0.0679 -0.0056
H -2.63232 3.42604 0.47066 -0.0585 -0.0151 0.0287
H -3.31878 5.06585 0.43274 0.1853 0.0115 -0.0506
H -2.37150 4.51996 1.84994 0.1253 0.0439 -0.1227
H -4.66693 4.37185 2.18943 -0.0447 0.0676 0.0434
C 2.92850 3.83840 2.00196 -0.3238 -0.2106 -0.1148
O 1.61977 4.10471 1.51524 0.2006 0.1608 0.1722
H 3.44591 4.78715 2.13543 -0.0693 0.0145 -0.0264
H 2.87628 3.32026 2.96361 0.1894 0.0026 0.0133
H 3.48132 3.22628 1.28376 0.1474 -0.0054 0.1006
H 1.17774 3.25808 1.40170 -0.1562 0.0046 -0.1274
C 0.44802 6.51477 -0.47668 -0.1805 0.0388 -0.2017
O -0.63905 5.76139 -0.99868 0.0023 -0.0631 0.1978
H 0.72486 6.08730 0.48329 -0.0194 -0.0773 -0.0752
H 1.30320 6.45820 -1.15694 0.1183 0.0931 0.1351
H 0.15345 7.56020 -0.33686 0.1371 0.0475 0.0292
H -0.87580 6.14074 -1.84656 -0.0821 -0.0466 -0.1006
C -4.29385 -1.83708 4.37371 0.1319 0.3529 -0.1847
O -3.11689 -1.41696 3.70260 0.0640 -0.2722 0.2873
H -4.31255 -2.92583 4.38629 0.0625 0.0226 -0.0381
H -4.29656 -1.46602 5.40440 -0.1621 -0.1036 0.0613
H -5.17856 -1.46907 3.84671 -0.0941 -0.0900 0.0883
H -3.11944 -0.45663 3.69564 0.0145 0.0825 -0.3292
C 6.56021 -1.91297 1.76386 0.0111 0.0641 0.3650
O 6.43589 -0.71612 2.52498 0.0118 0.0862 -0.2451
H 6.39104 -1.67601 0.71598 -0.0330 0.0781 0.0628
H 7.56560 -2.32803 1.88106 -0.0447 -0.1403 -0.1252
H 5.81454 -2.64192 2.09246 0.0524 -0.1221 -0.1720
H 6.58652 -0.94375 3.44393 -0.0243 0.0389 0.1074
```
Positions in Å, forces in eV/Å.

Strongest force on any atom: 5.66, 1.52 (eV/Å)